No. 1
14
Properties=species:S:1:pos:R:3:lowdin_charge:R:1 method="wB97M-V/def2-TZVPD" gap_ha="0.291 / 0.291" charge=0
C -1.446 -0.995 -0.711 -0.068
C -0.664 0.217 -0.244 -0.342
C -0.137 0.457 1.085 -0.071
C 0.919 0.155 -0.067 -0.253
C 1.398 -1.109 -0.060 -0.087
O 1.789 -2.193 0.027 0.242
H -1.137 -1.906 -0.185 0.078
H -2.506 -0.835 -0.485 0.083
H -1.352 -1.160 -1.790 0.080
H -0.843 1.102 -0.864 0.129
H -0.258 -0.422 1.734 0.057
H 1.073 2.623 1.111 -0.001
H 1.592 0.927 -0.439 0.119
H 1.571 3.140 0.887 0.033



No. 2
14
Properties=species:S:1:pos:R:3:lowdin_charge:R:1 method="wB97M-V/def2-TZVPD" smiles="CC(=O)C1CC1" gap_ha=0.395 charge=0
C -2.125 0.175 0.167 -0.012
C -0.688 0.354 0.604 -0.432
O -0.365 1.218 1.394 0.075
C 0.327 -0.517 -0.066 -0.232
C 1.350 0.212 -0.916 -0.099
C 1.756 -0.400 0.380 -0.111
H -2.236 0.618 -0.832 0.093
H -2.400 -0.882 0.083 0.080
H -2.795 0.692 0.856 0.083
H -0.030 -1.473 -0.441 0.136
H 1.262 1.294 -0.962 0.110
H 1.653 -0.266 -1.843 0.101
H 2.367 -1.298 0.359 0.104
H 1.925 0.271 1.216 0.105



No. 3
14
Properties=species:S:1:pos:R:3:lowdin_charge:R:1 method="wB97M-V/def2-TZVPD" gap_ha=0.352 charge=0
C -0.223 -0.951 1.695 -0.345
O -1.248 -1.486 0.991 -0.133
C 0.016 -0.160 0.482 -0.236
C 1.037 -0.182 -0.558 -0.077
C 0.143 0.549 -1.562 -0.128
C -0.775 0.863 -0.339 -0.099
H 0.629 -1.627 1.898 0.117
H -0.458 -0.361 2.589 0.110
H 1.895 -0.831 -0.753 0.125
H 1.310 0.560 0.394 0.212
H -0.358 -0.124 -2.280 0.121
H 0.591 1.372 -2.127 0.102
H -1.777 0.461 -0.392 0.112
H -0.782 1.916 -0.040 0.120



No. 4
14
Properties=species:S:1:pos:R:3:lowdin_charge:R:1 method="wB97M-V/def2-TZVPD" smiles="CC(=O)C1CC1" gap_ha=0.393 charge=0
C 0.303 -0.957 1.614 -0.005
C -0.434 0.202 1.039 -0.456
O -1.302 0.781 1.683 0.037
C -0.238 0.854 -0.263 -0.207
C 0.850 0.461 -1.280 -0.098
C -0.573 0.119 -1.552 -0.120
H 0.229 -1.835 0.968 0.087
H 1.365 -0.715 1.722 0.093
H -0.130 -1.164 2.593 0.086
H -0.944 1.662 0.208 0.176
H 1.499 -0.392 -1.036 0.105
H 1.355 1.203 -1.890 0.096
H -1.099 0.703 -2.303 0.104
H -0.882 -0.921 -1.503 0.104



No. 5
14
Properties=species:S:1:pos:R:3:lowdin_charge:R:1 method="wB97M-V/def2-TZVPD" gap_ha=0.381 charge=0
C 1.496 -0.272 0.618 -0.054
C 0.642 0.644 -0.241 -0.233
C -0.577 0.143 -1.000 -0.136
C -1.248 -0.902 -0.126 -0.141
O -1.310 0.012 0.993 -0.073
C -0.733 1.039 0.190 -0.232
H 1.324 -0.098 1.685 0.086
H 2.560 -0.141 0.409 0.074
H 1.257 -1.324 0.430 0.067
H 1.168 1.427 -0.787 0.136
H -0.759 0.327 -2.053 0.130
H -0.645 -1.789 0.103 0.106
H -2.250 -1.210 -0.435 0.122
H -1.106 2.053 0.310 0.147



No. 6
14
Properties=species:S:1:pos:R:3:lowdin_charge:R:1 method="wB97M-V/def2-TZVPD" smiles="C=C/C(O)=C/C" gap_ha=0.337 charge=0
C 0.463 0.817 2.064 -0.114
C -0.253 0.066 1.027 -0.127
C -0.092 0.320 -0.281 -0.342
O 0.876 1.238 -0.615 0.025
C -0.470 -0.656 -1.343 -0.126
C -0.692 -1.949 -1.129 0.012
H 1.482 1.183 1.718 0.097
H -0.021 1.760 2.395 0.082
H 0.417 0.270 3.010 0.070
H -0.957 -0.612 1.436 0.096
H 1.066 1.142 -1.554 0.099
H -0.834 -0.250 -2.275 0.098
H -0.590 -2.491 -0.175 0.068
H -1.139 -2.659 -1.848 0.063



No. 7
14
Properties=species:S:1:pos:R:3:lowdin_charge:R:1 method="wB97M-V/def2-TZVPD" smiles="C[C@@H]1C/C1=C/O" gap_ha=0.366 charge=0
C 1.126 1.134 0.257 -0.073
C -0.286 0.570 0.253 -0.290
O 0.123 -0.656 -1.926 -0.065
C -0.805 -0.197 1.396 -0.101
C -0.488 -1.023 0.243 -0.098
C -0.242 -1.560 -0.926 -0.165
H 1.842 0.340 0.488 0.085
H 1.415 1.563 -0.712 0.075
H 1.242 1.925 1.012 0.073
H -0.990 1.161 -0.343 0.132
H -0.703 -0.308 -2.283 0.096
H -0.152 -0.272 2.253 0.112
H -1.864 -0.092 1.584 0.111
H -0.218 -2.584 -1.295 0.107



No. 8
15
Properties=species:S:1:pos:R:3:lowdin_charge:R:1 method="wB97M-V/def2-TZVPD" gap_ha="0.149 / 0.270" multiplicity=2 charge=-1
O 0.995 -2.275 0.316 -0.247
C -0.214 -1.893 0.082 -0.490
C -0.918 -0.827 0.892 -0.262
C -0.297 0.584 0.705 -0.219
C -0.038 0.957 -0.779 -0.186
C 1.437 1.130 -0.931 -0.284
O 2.007 2.182 -0.736 0.000
H -0.740 -2.180 -0.839 0.035
H -1.946 -0.845 0.498 0.080
H -0.929 -1.025 1.969 0.079
H -0.921 1.384 1.127 0.088
H 0.598 0.604 1.305 0.092
H -0.455 0.135 -1.367 0.091
H -0.562 1.867 -1.083 0.101
H 1.984 0.202 -1.159 0.122